# 1
Density functional theory data (ωB97M-V/def2-TZVPD) for C17H21BN6O3PbS as an isolated structure.

The value obtained for the LUMO energy (alpha / beta) is -9.1703 / -9.5910 eV. Its HOMO energy (alpha / beta) is -14.4 / -14.4 eV. The calculation puts the frontier orbital gap (alpha / beta) at 5.2 / 4.8 eV. The net charge is +2.

CARTESIAN COORDINATES (ANGSTROEM)
Pb1 0.72 0.30 0.09
S1 -2.61 0.23 0.91
O1 -1.90 0.34 -0.40
O2 -1.10 1.01 1.83
O3 -2.61 -1.13 1.46
N1 -0.92 -1.09 -2.69
N2 -0.41 -0.57 -3.86
N3 2.09 -0.95 -1.92
N4 0.67 1.63 -3.10
N5 0.49 1.62 -1.73
N6 2.02 -0.65 -3.27
C1 -1.21 -0.88 -4.91
C2 0.33 3.74 -2.41
C3 3.01 -1.28 -3.93
C4 3.76 -2.01 -3.01
C5 -0.58 -0.30 3.79
C6 -1.44 1.87 5.32
C7 -1.10 0.87 3.16
C8 -0.33 -0.25 5.15
C9 0.34 -2.77 0.62
C10 -0.29 0.91 7.37
C11 3.14 -1.79 -1.76
C12 -0.70 0.85 5.93
C13 -1.71 1.86 3.96
C14 0.28 2.90 -1.30
C15 0.56 2.91 -3.52
C16 -2.07 -1.70 -3.02
C17 -2.30 -1.61 -4.42
B1 0.90 0.28 -3.86
H1 4.63 -2.60 -3.21
H2 1.18 0.53 -4.99
H3 0.64 3.20 -4.57
H4 0.98 -2.12 1.26
H5 0.08 -1.12 5.67
H6 0.13 3.14 -0.26
H7 3.43 -2.20 -0.80
H8 0.93 -3.62 0.28
H9 -0.61 1.85 7.83
H10 -0.42 -1.20 3.19
H11 0.81 0.86 7.43
H12 -2.72 -2.18 -2.30
H13 -3.12 -1.98 -5.00
H14 3.10 -1.19 -5.00
H15 -0.93 -0.57 -5.90
H16 -1.84 2.68 5.93
H17 -0.02 -2.21 -0.24
H18 -0.53 -3.11 1.20
H19 -2.31 2.63 3.48
H20 0.22 4.81 -2.41
H21 -0.69 0.08 7.96

=====

# 2
Density functional theory data (ωB97M-V/def2-TZVPD) for a 11-piece molecular cluster, C3H26NO12S2 overall.

The value obtained for the LUMO energy is 2.6381 eV. Its HOMO energy is -5.3 eV. The calculation puts the frontier orbital gap at 7.9 eV. The net charge is -1.

CARTESIAN COORDINATES (ANGSTROEM)
S1 -2.57 1.95 -3.00
S2 -3.30 -0.05 -2.89
O1 -1.05 2.93 0.39
O2 2.13 1.18 2.16
O3 1.53 2.37 -0.08
O4 -0.36 -2.64 -0.42
O5 3.04 -0.39 0.09
O6 -0.98 -1.78 1.61
O7 -2.37 0.27 2.47
O8 1.92 0.18 -2.32
O9 2.66 -2.95 -0.20
O10 0.21 -0.16 3.43
O11 -0.66 2.40 2.99
O12 0.37 -2.39 -4.07
N1 -0.60 0.34 -0.38
C1 -2.04 -1.04 -1.96
C2 -0.91 -1.89 0.37
C3 -1.65 -0.74 -0.50
H1 -1.14 -1.00 -2.60
H2 -1.12 2.69 1.28
H3 2.48 0.00 -3.02
H4 -2.72 2.51 -1.82
H5 1.79 1.74 1.51
H6 1.81 -2.77 0.06
H7 -2.19 1.12 2.16
H8 -2.16 -0.49 1.81
H9 2.55 -3.11 -1.19
H10 2.20 -0.27 -1.60
H11 0.59 2.70 -0.15
H12 0.12 0.28 -1.13
H13 -0.74 -0.41 3.23
H14 0.73 -2.15 -3.28
H15 -0.18 0.38 0.51
H16 1.73 1.82 -0.79
H17 -2.55 -0.47 0.04
H18 -0.40 -2.94 -3.82
H19 2.86 0.14 0.86
H20 -0.43 1.49 3.14
H21 -2.39 -2.08 -2.24
H22 3.05 -1.30 0.33
H23 1.52 0.62 2.47
H24 0.53 -1.04 3.39
H25 -1.28 2.17 -0.26
H26 -0.02 2.83 3.44

=====

# 3
Density functional theory data (ωB97M-V/def2-TZVPD) for a 3-piece molecular cluster, C4H14N2O2 overall.

The value obtained for the LUMO energy is 0.6189 eV. Its HOMO energy is -9.4 eV. For the relative energy (zero: lowest compared OMol25 entry of this formula, charge and spin), the calculation gives 39.6 kcal/mol. Its SMILES is CCC/N=C\N.O.O. The calculation puts the frontier orbital gap at 10.0 eV. The net charge is 0.

CARTESIAN COORDINATES (ANGSTROEM)
O1 -1.07 -2.67 -1.20
O2 1.26 -1.87 2.33
N1 0.39 0.17 0.92
N2 -0.76 2.28 0.69
C1 -0.32 1.15 1.32
C2 1.05 0.05 -0.36
C3 0.53 0.76 -1.71
C4 -0.97 0.85 -1.85
H1 -0.70 1.11 2.36
H2 1.05 0.09 -2.46
H3 -1.45 1.82 -1.83
H4 2.11 0.32 -0.19
H5 -1.26 3.05 1.12
H6 1.00 -1.06 -0.55
H7 -0.29 2.52 -0.16
H8 -1.25 0.36 -2.80
H9 -0.65 -1.81 -1.09
H10 0.39 -1.58 2.59
H11 -1.15 -3.04 -0.32
H12 1.70 -1.06 2.05
H13 1.23 1.56 -1.98
H14 -1.41 0.20 -1.07

=====

# 4
Density functional theory data (ωB97M-V/def2-TZVPD) for C4H10N2O as an isolated structure.

The value obtained for the LUMO energy is 0.7103 eV. Its HOMO energy is -6.9 eV. For the relative energy (zero: lowest compared OMol25 entry of this formula, charge and spin), the calculation gives 117.3 kcal/mol. The calculation puts the frontier orbital gap at 7.6 eV. The net charge is 0.

CARTESIAN COORDINATES (ANGSTROEM)
O1 -1.44 -0.98 -1.15
N1 2.08 -0.80 -0.19
N2 -0.64 0.07 1.60
C1 0.38 0.92 0.13
C2 -0.23 -1.29 -0.64
C3 -0.63 1.83 -0.50
C4 0.75 -0.36 -0.41
H1 -1.57 -0.09 2.01
H2 2.43 -0.57 0.74
H3 1.23 1.46 0.56
H4 -0.25 2.22 -1.45
H5 -1.58 1.32 -0.68
H6 0.01 -2.35 -0.66
H7 -0.83 2.69 0.15
H8 -2.01 -1.77 -1.14
H9 2.22 -1.78 -0.38
H10 0.08 -0.54 1.99

=====

# 5
Density functional theory data (ωB97M-V/def2-TZVPD) for C39H99CoN3O34P6S as an isolated structure.

The value obtained for the LUMO energy (alpha / beta) is 0.1198 / 0.1199 eV. Its HOMO energy (alpha / beta) is -8.7 / -8.9 eV. The calculation puts the frontier orbital gap (alpha / beta) at 8.9 / 9.0 eV. As for the multiplicity: 4. The net charge is 0.

CARTESIAN COORDINATES (ANGSTROEM)
Co1 0.40 1.54 0.30
S1 0.62 -0.90 -0.77
P1 2.40 3.63 2.07
P2 -4.27 -4.59 4.01
P3 -0.73 0.60 3.47
P4 0.76 2.92 -2.95
P5 4.12 -4.37 -4.78
P6 -2.40 3.65 0.24
O1 2.83 5.15 2.06
O2 1.08 -1.14 -2.13
O3 0.47 -2.12 0.03
O4 5.47 -2.31 1.24
O5 -1.26 2.76 0.55
O6 4.43 -5.61 -4.06
O7 -4.67 -2.26 -1.06
O8 -3.12 -4.78 5.12
O9 0.48 4.45 -3.30
O10 1.62 0.01 -0.14
O11 -2.32 0.44 3.40
O12 0.59 2.50 -1.55
O13 -2.00 4.85 -0.71
O14 5.07 -3.12 -4.37
O15 2.62 -3.86 -4.62
O16 -3.07 4.28 1.52
O17 2.26 2.74 -3.56
O18 -0.05 0.85 2.20
O19 -4.21 -2.83 -3.07
O20 -0.21 2.23 -3.96
O21 -3.65 2.97 -0.47
O22 -0.66 -5.63 -3.57
O23 -0.28 -0.77 4.22
O24 -4.98 -5.78 3.51
O25 -3.52 -3.79 2.83
O26 -0.51 1.70 4.58
O27 -5.19 -3.50 4.72
O28 -0.59 -0.06 -0.63
O29 1.06 -6.69 -2.84
O30 4.37 -4.40 -6.38
O31 1.97 3.42 3.58
O32 1.40 3.19 1.08
O33 3.82 2.92 1.89
O34 3.89 -1.63 2.55
N1 0.34 -5.71 -2.88
N2 4.32 -2.22 1.59
N3 -3.91 -2.35 -2.02
C1 4.90 -1.51 -2.64
C2 -2.57 -1.75 -1.78
C3 -6.39 -3.10 4.04
C4 2.59 6.98 0.53
C5 2.95 3.65 4.61
C6 0.73 -2.58 -5.37
C7 2.80 1.42 -3.61
C8 -2.80 -0.50 2.41
C9 4.21 1.60 -0.07
C10 -2.46 2.69 5.59
C11 0.32 -1.81 3.39
C12 3.31 -2.90 0.71
C13 0.16 -3.12 4.14
C14 -1.28 1.75 5.78
C15 -3.11 5.86 3.28
C16 3.41 5.77 0.92
C17 5.41 -2.89 -2.99
C18 -3.41 1.95 -1.46
C19 2.91 0.94 -5.06
C20 5.31 -5.32 -6.91
C21 2.23 -2.62 -5.24
C22 6.75 -5.05 -6.46
C23 3.89 1.57 1.42
C24 -4.74 1.51 -2.03
C25 0.62 -4.56 -1.97
C26 -4.26 -0.25 2.16
C27 -2.23 7.02 -1.73
C28 -1.76 0.67 -4.87
C29 -3.16 -4.44 1.61
C30 1.13 5.42 -2.44
C31 -2.23 -6.99 4.51
C32 -2.97 5.84 -1.10
C33 -0.64 0.86 -3.87
C34 -1.84 -3.93 1.08
C35 -2.80 -6.11 5.59
C36 -7.61 -3.43 4.87
C37 2.27 3.71 5.96
C38 -2.22 4.95 2.47
C39 1.34 6.70 -3.19
H1 2.63 7.73 1.32
H2 5.30 -0.84 -3.41
H3 -2.52 6.69 3.71
H4 3.62 0.11 -5.13
H5 0.30 -2.66 -4.37
H6 3.30 -2.25 -0.16
H7 3.81 -1.44 -2.65
H8 4.44 6.08 1.09
H9 -1.26 -6.68 4.13
H10 -6.30 -2.00 3.99
H11 -2.00 -2.44 -1.16
H12 -2.66 1.21 -4.57
H13 -4.46 0.76 1.80
H14 0.43 -1.60 -5.75
H15 1.82 6.51 -4.15
H16 -8.47 -2.85 4.55
H17 7.43 -5.18 -7.31
H18 -0.99 -4.16 1.73
H19 6.94 -4.03 -6.14
H20 1.97 7.33 -2.56
H21 -0.85 -3.50 4.07
H22 2.67 -2.48 -6.23
H23 1.56 6.69 0.32
H24 -2.06 3.71 5.60
H25 5.13 -3.70 -2.32
H26 5.19 2.08 -0.14
H27 -4.66 0.60 -2.63
H28 3.35 5.10 0.05
H29 3.57 -3.93 0.53
H30 5.28 -5.21 -7.99
H31 -1.44 5.49 1.92
H32 -2.15 -1.51 -2.75
H33 -5.41 1.21 -1.22
H34 -0.62 2.13 6.56
H35 -1.89 -2.87 0.83
H36 3.02 0.97 1.72
H37 3.44 2.18 -0.58
H38 -2.92 2.57 4.61
H39 -0.38 -4.15 -1.87
H40 1.36 -1.56 3.18
H41 -2.90 -7.11 3.66
H42 -1.61 6.79 -2.58
H43 2.10 5.01 -2.16
H44 -1.58 0.76 6.14
H45 -7.87 -4.49 4.83
H46 1.24 -3.82 -2.46
H47 -4.85 -0.48 3.06
H48 -1.00 0.67 -2.86
H49 -1.65 -4.39 0.11
H50 1.66 4.60 6.13
H51 -0.18 -1.82 2.42
H52 -2.23 -0.44 1.48
H53 -3.21 2.67 6.39
H54 -3.68 -6.60 6.02
H55 -3.58 5.39 4.14
H56 -4.70 -0.94 1.43
H57 0.79 -3.87 3.66
H58 5.25 -1.16 -1.67
H59 -3.72 6.49 2.64
H60 -2.99 7.73 -2.08
H61 0.53 5.59 -1.54
H62 -2.69 -1.52 2.79
H63 2.92 7.47 -0.39
H64 -3.98 -4.26 0.90
H65 3.06 3.71 6.72
H66 -2.98 1.10 -0.92
H67 -5.20 2.22 -2.71
H68 -3.59 5.37 -1.87
H69 2.23 0.65 -3.08
H70 3.80 1.42 -3.18
H71 -7.38 -3.22 5.92
H72 -1.78 7.60 -0.92
H73 4.75 1.10 1.90
H74 -3.14 -5.53 1.73
H75 -2.08 -0.38 -4.85
H76 4.23 0.61 -0.54
H77 0.40 -3.02 5.20
H78 6.50 -2.84 -2.88
H79 -2.08 -5.97 6.40
H80 2.51 -1.84 -4.53
H81 1.04 -4.88 -1.03
H82 7.09 -5.74 -5.68
H83 -2.72 2.30 -2.23
H84 2.34 -2.85 1.18
H85 5.06 -6.37 -6.72
H86 -2.27 -8.01 4.91
H87 3.21 1.81 -5.65
H88 0.15 0.12 -4.02
H89 -3.58 6.16 -0.27
H90 1.99 0.51 -5.47
H91 1.67 2.81 6.15
H92 3.81 2.99 4.65
H93 -1.66 4.19 3.02
H94 3.37 4.64 4.40
H95 0.27 -3.36 -5.99
H96 -2.79 -0.87 -1.20
H97 -6.45 -3.42 3.00
H98 0.45 7.27 -3.45
H99 -1.41 0.92 -5.87

=====

# 6
Density functional theory data (ωB97M-V/def2-TZVPD) for C3H6O2 as an isolated structure.

The value obtained for the LUMO energy is 0.2631 eV. Its HOMO energy is -10.2 eV. For the relative energy (zero: lowest compared OMol25 entry of this formula, charge and spin), the calculation gives 139.8 kcal/mol. The calculation puts the frontier orbital gap at 10.5 eV. The net charge is 0.

CARTESIAN COORDINATES (ANGSTROEM)
O1 -0.62 0.17 0.54
O2 0.29 -0.96 -1.20
C1 -0.96 -1.21 1.18
C2 0.85 1.35 -1.00
C3 0.16 0.06 -0.57
H1 2.39 1.13 -0.70
H2 -1.58 -0.88 2.06
H3 -1.53 -1.85 0.40
H4 0.35 2.51 0.03
H5 0.05 -1.76 1.64
H6 0.61 1.46 -2.37

=====

# 7
Density functional theory data (ωB97M-V/def2-TZVPD) for C12H18BiCl2N2 as an isolated structure.

The value obtained for the LUMO energy is 2.8861 eV. Its HOMO energy is -2.7 eV. For the relative energy (zero: lowest compared OMol25 entry of this formula, charge and spin), the calculation gives 19.6 kcal/mol. The calculation puts the frontier orbital gap at 5.6 eV. The net charge is -1.

CARTESIAN COORDINATES (ANGSTROEM)
Bi1 -2.77 0.24 0.41
Cl1 -0.57 1.34 1.08
Cl2 -1.86 -2.12 -0.13
N1 0.99 -1.26 1.64
N2 4.04 -3.14 3.69
C1 2.49 -3.10 1.84
C2 1.52 -0.68 2.71
C3 3.05 -2.52 3.01
C4 0.03 2.73 -2.92
C5 2.55 -1.27 3.45
C6 1.45 -2.43 1.20
C7 -4.06 0.13 2.10
C8 0.45 1.23 -2.93
C9 -1.46 3.00 -2.97
C10 -0.66 0.25 -2.85
C11 -2.20 2.02 -2.01
C12 -1.80 0.60 -2.34
H1 -0.46 -0.79 -3.15
H2 -1.87 2.37 -1.00
H3 -1.73 4.01 -2.64
H4 1.12 0.30 3.00
H5 0.96 -2.85 0.32
H6 0.42 3.18 -2.02
H7 0.91 1.03 -3.91
H8 -1.89 2.83 -3.96
H9 2.86 -4.05 1.46
H10 1.23 1.11 -2.17
H11 -2.57 -0.22 -2.33
H12 0.47 3.27 -3.75
H13 -3.29 2.16 -2.02
H14 4.41 -4.04 3.39
H15 -4.43 1.04 2.65
H16 4.44 -2.75 4.53
H17 -4.68 -0.83 2.26
H18 2.95 -0.78 4.33

=====

# 8
Density functional theory data (ωB97M-V/def2-TZVPD) for C15H33BBr2O6Si3 as an isolated structure.

The value obtained for the LUMO energy is 0.0154 eV. Its HOMO energy is -9.2 eV. The calculation puts the frontier orbital gap at 9.2 eV. The net charge is 0.

CARTESIAN COORDINATES (ANGSTROEM)
Br1 0.34 3.14 -1.42
Br2 -1.90 3.58 2.86
Si1 -3.67 -1.58 -1.02
Si2 2.80 0.45 0.57
Si3 0.19 1.21 1.54
O1 0.41 -0.65 3.68
O2 1.85 1.64 1.38
O3 -2.64 -1.36 0.36
O4 2.98 -1.50 -3.98
O5 3.60 -0.48 -1.95
O6 2.06 -2.48 0.53
C1 -1.58 5.03 -0.02
C2 -0.76 3.66 0.17
C3 3.27 -1.69 2.73
C4 -0.26 0.58 3.31
C5 -0.38 -1.82 3.35
C6 -2.13 -0.01 0.45
C7 4.65 0.98 0.88
C8 -0.51 0.05 0.21
C9 3.68 0.81 -4.25
C10 -0.80 2.88 1.36
C11 2.62 0.46 -1.36
C12 -2.78 -0.94 -2.61
C13 -3.80 -3.50 -1.24
C14 3.37 -0.50 -3.36
C15 -5.43 -0.87 -0.80
B1 2.66 -1.37 1.25
H1 -1.70 5.63 0.94
H2 -2.53 0.17 -2.47
H3 0.12 1.39 4.04
H4 -3.41 -1.04 -3.55
H5 -5.50 0.07 -0.16
H6 -2.79 -3.84 -1.66
H7 1.60 0.12 -1.73
H8 -6.09 -1.67 -0.28
H9 -1.38 0.49 3.47
H10 -0.06 -2.71 3.99
H11 -0.39 0.41 -0.86
H12 -2.67 0.64 -0.33
H13 -0.95 5.67 -0.73
H14 5.35 0.08 0.93
H15 -5.96 -0.68 -1.81
H16 -1.81 -1.56 -2.69
H17 2.70 1.36 -4.43
H18 -4.66 -3.81 -1.93
H19 4.93 1.74 0.09
H20 -0.15 -1.03 0.25
H21 2.89 1.50 -1.73
H22 4.16 0.43 -5.21
H23 4.69 1.49 1.91
H24 2.83 -3.02 0.23
H25 -3.92 -3.92 -0.18
H26 3.44 -0.70 3.24
H27 4.41 1.49 -3.70
H28 2.61 -2.41 3.31
H29 -1.49 -1.67 3.53
H30 -2.56 4.82 -0.56
H31 4.29 -2.19 2.54
H32 -0.23 -2.15 2.26
H33 -2.33 0.45 1.47

=====

# 9
Density functional theory data (ωB97M-V/def2-TZVPD) for a 2-piece molecular cluster, C10H23N3O5 overall.

The value obtained for the LUMO energy is 0.3813 eV. Its HOMO energy is -9.6 eV. For the relative energy (zero: lowest compared OMol25 entry of this formula, charge and spin), the calculation gives 0.0 kcal/mol. Its SMILES is NC(N)(N)C[C@@H](CC(=O)O)OC=O.CCOCC. The calculation puts the frontier orbital gap at 10.0 eV. The net charge is 0.

CARTESIAN COORDINATES (ANGSTROEM)
O1 1.83 1.07 -2.93
O2 0.65 0.63 4.07
O3 1.17 1.18 -0.79
O4 -0.09 -0.92 -3.69
O5 -0.02 -2.63 -5.12
N1 -2.58 -2.48 -0.38
N2 -0.50 -2.77 -1.41
N3 -0.82 -0.86 -0.12
C1 0.38 1.97 3.69
C2 1.99 0.21 3.92
C3 3.00 1.01 4.72
C4 -0.51 1.20 -2.55
C5 -0.39 -1.52 -4.85
C6 -2.04 -0.97 -2.26
C7 -1.13 -0.10 -3.13
C8 0.94 1.11 -2.13
C9 -1.47 -1.76 -1.05
C10 0.67 2.26 2.23
H1 -1.13 1.57 -1.73
H2 3.05 2.05 4.40
H3 -0.53 1.95 -3.35
H4 2.00 -0.83 4.26
H5 -1.76 0.25 -3.96
H6 -3.25 -1.80 -0.05
H7 1.73 2.17 1.99
H8 0.91 2.68 4.34
H9 -0.69 2.10 3.89
H10 4.00 0.58 4.60
H11 -2.89 -0.35 -1.94
H12 0.37 3.28 1.98
H13 0.12 1.58 1.58
H14 1.23 0.29 -0.42
H15 2.28 0.19 2.86
H16 -1.48 -0.18 0.25
H17 -2.45 -1.74 -2.92
H18 -3.08 -3.05 -1.06
H19 2.74 1.00 5.78
H20 -0.94 -3.60 -1.79
H21 0.19 -2.43 -2.05
H22 -0.98 -0.92 -5.55
H23 -0.49 -1.43 0.66

=====

# 10
Density functional theory data (ωB97M-V/def2-TZVPD) for a 2-piece molecular cluster, CH4O3 overall.

The value obtained for the LUMO energy is 0.5767 eV. Its HOMO energy is -9.6 eV. For the relative energy (zero: lowest compared OMol25 entry of this formula, charge and spin), the calculation gives 61.2 kcal/mol. The calculation puts the frontier orbital gap at 10.2 eV. The net charge is 0.

CARTESIAN COORDINATES (ANGSTROEM)
O1 -0.91 -0.99 0.09
O2 1.48 -0.16 0.25
O3 -0.64 1.21 0.04
C1 -0.35 0.07 -0.49
H1 2.11 -0.21 -0.44
H2 -0.39 -0.12 -1.49
H3 -0.76 -1.14 1.04
H4 -0.55 1.35 1.00

=====

no.,strongest force on any atom (hartree/bohr),total energy (hartree)
1,0.0756,-1829.9424
2,0.1046,-1883.9933
3,0.0637,-420.7420
4,0.0629,-343.0145
5,0.0451,-8097.4110
6,0.0969,-268.1825
7,0.0595,-1712.5454
8,0.0789,-7084.2017
9,0.0151,-935.2836
10,0.1290,-266.1385